# 1
DFT (the ωB97M-V functional and the def2-TZVPD basis) results for a molecular structure, C27H55O13PtS6 in a non-equilibrium geometry.

**⟨S²⟩**: 2.003
**2S+1**: 3
**Total energy**: -4547.90661 Ha
**LUMO (alpha / beta)**: -1.80 / -2.05 eV
**Maximum force**: 2.41 eV/Å
**Total charge**: +1

Positions of all 102 atoms, in Å:
C  -2.892  -3.907  4.223
H  3.783  -1.165  2.399
H  2.023  -2.515  -2.984
C  1.970  1.313  4.213
H  4.338  -0.947  -2.930
H  3.756  0.367  -0.234
C  3.477  -0.414  -0.963
Pt  0.298  -0.187  -0.068
O  -1.401  0.755  0.947
H  0.028  5.367  -1.723
O  0.728  2.192  -0.062
H  -0.311  2.972  -4.457
C  -3.588  -3.233  1.899
H  3.430  -1.600  4.047
C  -0.758  1.138  -5.433
H  1.028  1.512  4.727
H  -2.818  0.553  -5.994
H  -4.158  -2.282  3.688
H  3.342  3.147  -1.689
H  -3.880  -2.261  1.510
H  3.257  -2.556  -1.005
H  1.706  3.143  -2.274
H  -3.636  1.343  -3.604
O  2.114  -0.238  -1.160
H  -0.333  0.140  -5.483
C  0.282  -3.503  -3.803
H  2.027  2.135  3.496
H  0.931  6.664  -0.961
H  -3.852  -4.039  1.222
H  -3.258  1.955  3.685
H  3.040  5.615  -1.094
O  -1.227  -1.883  1.478
C  3.286  1.117  4.946
S  0.666  -3.604  -1.258
C  1.474  -3.453  -2.892
H  -2.777  -0.165  -3.614
O  -1.228  -4.423  1.555
O  -0.843  0.608  -1.901
H  0.090  -5.584  -3.750
H  -3.187  3.548  0.487
O  1.005  -1.228  4.062
H  -0.512  1.759  -6.293
O  1.207  0.096  1.932
O  -1.175  2.980  2.078
H  4.901  -2.062  -0.460
H  3.213  0.638  5.919
H  -1.793  -2.041  4.049
O  0.073  -2.358  -0.858
H  -4.006  -0.122  1.495
H  5.351  -0.120  -2.002
C  -4.251  0.757  2.089
H  -2.680  2.193  -5.550
H  2.196  -4.261  -3.008
C  -4.675  2.002  1.309
C  2.270  5.197  -1.759
C  3.838  -1.815  -0.456
H  4.049  0.824  -2.754
H  -5.113  0.462  2.693
S  1.700  -0.250  3.257
H  2.557  5.717  -2.672
S  -1.715  -3.143  2.018
O  1.498  -4.262  -0.274
H  -4.949  2.768  2.041
H  4.604  1.095  3.179
H  -1.476  -4.912  -3.965
H  -4.974  -3.848  3.492
H  -0.659  -3.388  4.014
H  1.454  5.372  1.026
C  0.886  4.917  0.215
H  -2.708  -4.952  3.963
C  -3.057  1.219  2.908
H  -2.623  0.355  3.414
S  -2.015  1.912  1.615
O  -1.769  2.963  -2.371
H  3.520  -1.959  0.581
H  -0.320  -2.592  -3.673
H  -0.137  -5.721  -1.515
C  -0.538  -4.740  -3.447
C  4.275  -0.101  -2.229
C  -2.287  1.206  -5.298
C  2.405  3.696  -1.637
S  1.697  3.274  0.032
C  -4.028  -3.323  3.380
S  -1.383  1.616  -2.803
H  -2.962  -3.852  5.306
C  3.441  -0.763  3.351
H  0.799  1.639  -3.904
H  -0.114  4.782  0.623
C  4.204  0.413  3.927
O  2.821  3.175  0.966
H  -3.501  2.106  -0.445
H  -5.565  1.849  0.703
C  -0.206  1.918  -4.210
H  5.041  -0.011  4.486
H  -1.496  -4.527  -1.399
C  0.927  5.588  -1.151
H  3.654  2.133  5.102
C  -3.428  2.488  0.571
C  -2.681  0.889  -3.874
H  0.524  -3.387  -4.863
C  -1.681  -3.091  3.775
C  -0.564  -4.795  -1.890

---

# 2
DFT (the ωB97M-V functional and the def2-TZVPD basis) results for a molecular structure, C16H30O15PS2Tl2 in a non-equilibrium geometry.

**Total energy**: -3237.52627 Ha
**LUMO**: -15.63 eV
**Maximum force**: 4.71 eV/Å
**Total charge**: +3

Positions of all 66 atoms, in Å:
O  0.608  1.596  3.039
C  1.646  4.231  -1.634
C  -0.584  0.962  -5.303
C  -0.621  -4.073  -1.122
H  -1.388  -6.426  0.890
Tl  3.462  0.504  2.318
C  -1.391  -1.540  1.671
O  2.335  4.296  0.483
H  -1.077  0.163  2.924
C  2.628  4.047  -2.826
H  -2.102  3.337  4.900
P  1.835  -0.912  -0.185
O  -3.836  -2.972  3.605
S  -1.927  -5.418  -1.202
H  -2.198  2.621  3.243
C  0.119  4.140  3.271
H  -0.986  -3.080  -0.860
H  -0.553  -2.514  -4.827
H  0.033  -4.122  -1.993
H  -3.161  -6.335  0.469
H  -2.327  -5.066  1.307
H  2.336  4.253  -3.855
O  2.436  -1.740  0.959
C  -1.295  -2.273  -4.066
O  1.608  -1.843  -1.378
H  3.020  2.718  -0.697
C  -2.207  -5.810  0.519
H  3.544  4.595  -2.603
H  0.111  0.301  -2.287
C  0.137  -1.324  3.552
O  -1.520  0.049  -5.022
H  0.601  4.045  -1.883
H  -2.122  1.619  4.585
O  -2.122  -1.442  3.866
H  0.953  -0.731  3.141
O  -2.674  -2.081  1.792
C  0.072  -0.035  -3.323
O  0.378  0.960  -4.376
H  0.451  -2.365  3.467
H  0.174  -4.312  -0.416
H  -0.219  3.857  2.274
C  -1.257  -0.690  -3.786
H  -1.243  -0.933  0.778
C  2.143  3.348  -0.551
O  3.229  -0.328  -0.563
H  0.860  -0.784  -3.411
C  -1.156  -0.923  2.976
H  -2.296  -2.640  -4.293
H  -0.781  -2.443  1.636
H  -2.171  -0.489  -3.226
O  1.009  0.339  0.356
S  0.133  2.498  4.171
H  1.189  4.269  3.113
C  -3.016  -2.178  3.126
C  1.892  5.543  0.159
O  -0.481  1.636  -6.327
H  0.119  -1.030  4.602
O  -1.286  -6.583  -1.942
H  -0.379  4.875  3.904
H  -0.979  -2.752  -3.140
Tl  4.290  -2.906  -0.759
H  2.976  3.023  -2.964
H  1.337  2.646  -0.338
O  1.580  5.579  -1.141
O  1.839  6.473  0.974
C  -1.726  2.569  4.224